# 1
{"formula": "C4H15NO3", "method": "wB97M-V/def2-TZVPD", "smiles": "C=CCCN.O.O.O", "lumo_energy_ev": 0.56, "e_above_lowest_ev": 2.4116, "total_charge": 0, "fmax_ha_per_bohr": 0.123, "elements": ["H", "O", "C", "H", "H", "H", "H", "H", "O", "H", "H", "H", "H", "N", "O", "H", "H", "H", "C", "C", "H", "C", "H"], "xyz": [[-1.27173, -1.06657, -2.06009], [-0.07182, -2.92744, -1.30095], [1.11708, 0.47219, 1.52362], [0.72502, -2.62238, -0.87465], [0.06535, -2.86466, -2.21140], [2.60992, -1.11558, 1.70716], [0.55658, 1.83637, -1.63520], [3.19863, 0.42558, 1.31039], [0.89394, 2.60232, -1.29534], [-0.16054, -1.20167, 1.05462], [-2.20718, -0.40728, 1.89571], [-1.55363, 1.69830, 0.18716], [1.06968, 1.50120, 1.16823], [-1.75467, 0.77838, 0.20182], [-0.78611, -0.54118, -2.58788], [-1.71137, 1.13219, 2.34968], [-0.12180, -0.57632, 2.89611], [-1.14605, 0.18115, -0.41632], [-0.10604, -0.33099, 1.80904], [2.39344, -0.08755, 1.54660], [1.70138, 2.36185, -0.88390], [-1.48690, 0.37488, 1.61276], [-1.26509, -0.37159, -3.37891]], "atomic_forces_ev_per_a": [[-2.8, -3.0, 2.8], [-0.9, -0.5, 2.3], [3.6, -1.4, -0.5], [0.4, 0.1, 0.0], [0.5, 0.3, -2.2], [-0.4, -0.9, 0.5], [-1.5, -3.2, -1.5], [3.6, 2.8, -1.1], [0.3, 3.5, 0.9], [0.3, 0.8, 1.7], [0.0, 0.0, -0.2], [1.1, 3.7, -1.1], [-0.3, 0.0, 0.4], [0.0, -4.5, 1.2], [3.5, 2.8, -2.1], [0.4, 0.8, -0.2], [0.3, -0.7, -0.9], [-0.8, 1.5, 0.8], [-1.4, 0.2, -0.3], [-6.3, -0.4, 0.5], [1.2, -0.3, 0.5], [0.0, -1.8, -0.8], [-0.7, 0.2, -0.8]]}

=====

# 2
{"formula": "C4H15NO3", "method": "wB97M-V/def2-TZVPD", "smiles": "C1CCNC1.O.O.O", "lumo_energy_ev": 0.40, "e_above_lowest_ev": 1.6503, "total_charge": 0, "fmax_ha_per_bohr": 0.074, "elements": ["C", "H", "H", "H", "N", "H", "O", "H", "H", "O", "H", "C", "H", "C", "H", "H", "O", "H", "H", "H", "H", "H", "C"], "xyz": [[-1.71818, -1.30933, 0.80515], [-0.20570, -1.76284, -1.98917], [1.73953, 1.43069, 0.07486], [-0.09091, 0.03367, 1.53169], [0.11987, -0.30642, -0.50512], [3.26658, -1.77802, 0.64124], [2.20927, 2.16568, 0.34368], [-1.33651, -0.28579, -2.02594], [-1.26206, -2.04941, 1.42037], [3.33424, -1.23298, 1.45708], [4.07664, -0.63855, 1.53668], [-0.79949, -1.02818, -1.40305], [-1.00079, 4.26124, -1.06300], [-1.97309, -1.71783, -0.63880], [-2.71106, -1.04814, 1.36446], [0.27991, 3.52796, -0.58898], [-0.14325, 4.01083, -1.24493], [-1.54633, 0.81374, 0.49645], [-2.08266, -2.79503, -0.80770], [2.65980, 1.89332, 1.13488], [0.88612, -0.87649, -0.29912], [-2.93093, -1.19221, -0.96434], [-0.77101, -0.11589, 0.72362]], "atomic_forces_ev_per_a": [[-1.6, 0.6, 1.5], [-0.6, 0.7, 0.0], [-1.8, -2.6, -1.2], [-0.1, 0.4, 1.0], [-3.5, 0.8, 0.7], [0.9, 1.1, 0.8], [1.3, 2.6, 0.5], [0.9, -0.4, -0.2], [0.4, -1.0, 0.2], [-1.4, -0.8, -0.1], [0.4, -0.2, -0.8], [0.0, -0.3, -1.3], [-2.5, 0.5, 1.1], [-0.7, 1.1, -0.1], [1.8, -0.3, -1.0], [0.8, -1.3, 2.1], [1.9, 0.8, -3.2], [2.5, -1.8, 0.7], [0.1, 0.3, 0.1], [0.3, -0.1, 0.5], [1.2, -1.1, 0.8], [1.1, -1.0, 0.3], [-1.4, 2.0, -2.4]]}

=====

# 3
{"formula": "C4H15NO3", "method": "wB97M-V/def2-TZVPD", "smiles": "C/C=C/CN.O.O.O", "lumo_energy_ev": 0.73, "e_above_lowest_ev": 2.1932, "total_charge": 0, "fmax_ha_per_bohr": 0.051, "elements": ["O", "H", "H", "H", "C", "H", "N", "H", "H", "H", "H", "C", "H", "H", "H", "H", "O", "H", "C", "H", "H", "C", "O"], "xyz": [[0.94567, 2.71374, 0.82037], [1.39493, -0.33505, -1.88077], [0.87940, -1.72858, -0.91613], [0.73217, 2.17694, -2.75086], [0.98531, -0.65938, -0.85713], [-1.05426, 0.48613, -1.16389], [2.11941, -0.15536, 0.00731], [-0.31283, -1.06887, 1.57557], [-1.77819, 0.64193, 2.14839], [0.82320, 2.67161, 1.75575], [-2.78359, -0.67786, 1.62802], [-0.36816, -0.11910, -0.40625], [-1.16562, -2.80254, 0.54869], [-2.55893, 0.87326, 0.41054], [-2.41274, -3.24106, 0.04437], [2.84458, 0.20978, -0.64307], [-1.52488, -3.53743, 0.09603], [2.37955, -0.92398, 0.57509], [-0.90490, -0.42986, 0.78460], [1.12960, 1.75595, 0.67569], [1.24923, 2.10533, -1.39067], [-2.16472, 0.18638, 1.23396], [1.54574, 1.85802, -2.29561]], "atomic_forces_ev_per_a": [[0.2, -1.2, -0.8], [-1.8, -0.5, 1.2], [0.4, -0.7, 0.3], [1.0, -0.4, -0.2], [1.2, 1.6, -1.5], [1.7, -1.2, 1.7], [-1.2, 0.6, -1.4], [-1.0, 1.2, -1.6], [-0.9, 1.0, 0.0], [-0.2, 0.5, 1.1], [-0.2, 1.3, -0.8], [-1.0, 0.2, -1.2], [1.2, 1.2, 0.7], [0.1, -1.0, 1.7], [-1.6, 0.0, -0.4], [-0.4, -0.8, 1.2], [0.4, -1.2, -0.4], [1.1, -0.3, 0.6], [2.0, -0.5, -0.6], [0.2, 0.4, -0.3], [0.8, -0.2, -0.4], [0.0, -1.1, 0.5], [-1.7, 1.1, 0.5]]}

=====

# 4
{"formula": "C4H15NO3", "method": "wB97M-V/def2-TZVPD", "smiles": "C=C(C)NC.O.O.O", "lumo_energy_ev": 0.58, "e_above_lowest_ev": 1.2355, "total_charge": 0, "fmax_ha_per_bohr": 0.031, "elements": ["H", "H", "H", "H", "O", "H", "H", "H", "O", "C", "H", "H", "H", "C", "N", "H", "H", "H", "C", "H", "C", "H", "O"], "xyz": [[0.10776, 0.86404, 3.84366], [-1.81085, 1.26601, -2.95627], [0.09198, 1.92763, 0.94350], [-1.19122, 2.09352, -0.19709], [3.32904, -1.34864, -2.57390], [0.06436, -0.46357, -2.37484], [2.41930, -1.19557, -2.30485], [-2.38828, 0.73768, -1.38718], [0.82479, 1.26444, 3.34099], [0.84972, -0.66188, 0.02522], [1.16788, -1.46495, -0.62420], [-0.67203, -0.99738, 2.03304], [3.55915, -2.17291, -2.11836], [0.01130, 0.25548, -0.46541], [-0.36710, 0.23934, -1.80121], [-1.28834, 0.96205, 1.12781], [-1.89655, -1.33750, 2.87188], [-2.18389, -0.45329, -2.63018], [-1.74077, 0.45710, -2.21898], [1.25925, -0.71290, 1.01914], [-0.60637, 1.35042, 0.34353], [1.41927, 0.53355, 3.15989], [-0.95840, -1.14269, 2.94382]], "atomic_forces_ev_per_a": [[-0.1, -0.1, -0.1], [0.0, -0.2, 0.0], [0.5, -0.2, -0.1], [0.2, -0.3, -0.4], [0.1, -0.5, 0.1], [0.3, -0.2, 0.2], [0.0, 0.2, 0.1], [0.2, 0.0, 0.0], [0.0, 0.2, 0.1], [0.2, -0.4, -0.2], [0.0, -0.2, 0.0], [0.1, 0.0, -0.1], [0.0, 0.3, -0.2], [-0.4, 0.0, -0.1], [-0.1, 0.1, -0.2], [0.2, 0.0, -0.5], [-0.1, -0.1, 0.1], [0.1, 0.0, -0.1], [-0.4, 0.4, 0.0], [0.0, 0.5, 0.1], [-0.7, 0.5, 1.3], [0.1, -0.1, 0.0], [0.0, 0.0, 0.0]]}

=====

# 5
{"formula": "C4H15NOP3", "method": "wB97M-V/def2-TZVPD", "lumo_energy_ev": [-5.97, -5.97], "e_above_lowest_ev": 0.3025, "total_charge": 1, "fmax_ha_per_bohr": 0.084, "elements": ["H", "C", "H", "H", "C", "H", "H", "H", "O", "C", "H", "H", "N", "P", "C", "H", "P", "H", "H", "H", "H", "P", "H", "H"], "xyz": [[2.00071, 1.65057, -2.12939], [-0.94951, -1.14433, -0.63862], [-3.91688, -0.19869, -0.63891], [2.82814, 0.27338, 2.16472], [-3.01740, 0.39855, -0.54479], [1.54145, 1.88977, 2.13186], [-0.41275, -0.47406, -1.27426], [-2.21687, -0.73765, 1.26465], [-0.88370, 0.84629, 0.63426], [-1.81023, -0.20177, 0.34667], [0.10765, -1.81479, 1.15510], [-1.27042, 1.75203, 0.93138], [0.10472, -1.92792, 0.14795], [1.15625, 1.68714, -0.99590], [1.90313, 0.46985, 0.04978], [3.65261, -0.56643, -1.01437], [1.42764, 0.51694, 1.85442], [-0.08042, -2.94531, 0.01534], [3.19392, -1.57369, 0.73587], [-1.47500, -1.86089, -1.22630], [1.64215, 3.06971, -0.61979], [2.40328, -1.01388, -0.64870], [-3.27893, 1.35193, -0.05971], [-2.64954, 0.55323, -1.64125]], "atomic_forces_ev_per_a": [[-0.1, -0.4, 0.0], [0.6, 0.0, 3.8], [0.1, -0.4, 0.4], [-0.7, 0.1, 0.0], [2.0, 0.2, -0.5], [-0.3, 0.2, -0.3], [0.1, 0.5, -0.7], [0.8, 0.7, -1.0], [-1.1, 2.2, 1.3], [-1.5, -0.7, -2.6], [-0.5, 0.4, 0.0], [0.2, -2.6, -0.7], [-1.0, -1.3, -0.7], [1.4, 1.9, -0.6], [-0.9, 2.3, 1.4], [0.7, 0.9, -0.8], [2.0, -0.7, -0.5], [0.4, 1.1, 0.0], [-1.9, 0.6, -2.5], [-0.9, -0.2, -0.3], [-0.6, -1.8, 0.2], [1.9, -2.9, 2.5], [-0.1, -0.2, -0.5], [-0.5, 0.1, 2.0]]}

=====

# 6
{"formula": "C4H15NOSi2", "method": "wB97M-V/def2-TZVPD", "smiles": "CN[SiH2]O[Si](C)(C)C", "lumo_energy_ev": 0.87, "e_above_lowest_ev": 1.0150, "total_charge": 0, "fmax_ha_per_bohr": 0.090, "elements": ["H", "H", "H", "C", "H", "H", "H", "H", "Si", "H", "H", "C", "H", "Si", "H", "C", "H", "C", "O", "H", "N", "H", "H"], "xyz": [[-3.14880, -2.06666, -0.80069], [2.98017, 1.43033, 0.92319], [1.51083, 2.50843, 0.83963], [1.87904, 1.47469, 1.17130], [0.73581, -2.17580, 0.73239], [1.82753, 1.30810, 2.24114], [-3.49983, -1.61985, 0.79654], [-1.89814, 2.52470, -0.21391], [1.24674, 0.20963, -0.11986], [1.22926, 0.76984, -2.69245], [2.54015, -2.10901, -0.04192], [1.86455, 0.32770, -1.88094], [2.02844, -1.34827, 1.57181], [-1.87633, 1.21273, 0.38656], [-1.65646, 1.02751, 1.90052], [1.69212, -1.61456, 0.50994], [2.02361, -0.81936, -2.34991], [-2.99383, -1.32644, -0.09468], [-0.38148, 0.44637, -0.03020], [-3.96004, 0.53601, -0.76019], [-2.99054, 0.10968, -0.43555], [-1.99543, -1.67301, 0.35622], [2.84263, 0.86726, -2.00894]], "atomic_forces_ev_per_a": [[-0.7, -0.7, -2.1], [-0.6, 0.5, 0.4], [0.5, -1.3, 0.8], [1.5, 0.7, -2.4], [1.2, 0.1, -0.9], [-0.5, -0.2, 0.0], [-1.7, 0.3, 0.6], [-0.4, 0.6, 0.0], [-1.1, -1.0, 1.5], [0.1, -0.1, 1.1], [-1.3, 0.2, 0.6], [1.0, -1.8, -2.6], [0.0, -0.6, -1.3], [2.5, -3.9, -0.5], [-0.9, 0.6, -0.8], [-0.2, 1.7, 1.4], [-0.2, 2.9, 1.5], [2.8, 0.8, 2.8], [-1.3, 0.7, -0.2], [2.7, -1.5, 1.0], [-2.3, 1.5, -0.2], [-0.5, 1.1, -1.2], [-0.7, -0.7, 0.3]]}